Record 1
53
Properties=species:S:1:pos:R:3 method="wB97M-V/def2-TZVPD" e_homo_ha="-0.4833 / -0.5491" gap_ev="7.071 / 4.050" relative_energy_ev=1.101 multiplicity=5 charge=+2
Pt -0.642 -0.677 1.060
O 0.306 -0.888 -4.093
C 0.013 -1.709 -2.935
C -1.340 -1.215 -2.421
N -1.911 -1.544 -1.029
C -3.140 -0.784 -0.885
C -3.049 0.559 -0.109
O -3.865 1.478 -0.384
O -2.233 0.608 0.909
C -2.096 -2.955 -0.733
C -2.471 -3.203 0.730
O -3.236 -4.119 1.065
O -1.938 -2.453 1.686
H 1.193 -0.847 -4.465
H 0.812 -1.732 -2.146
H -0.036 -2.759 -3.295
H -2.144 -1.476 -3.197
H -1.136 -0.136 -2.406
H -3.891 -1.326 -0.334
H -3.582 -0.578 -1.901
H -1.102 -3.386 -0.929
H -2.828 -3.455 -1.435
I 4.797 -1.465 2.808
C 2.944 -1.888 2.022
C 2.188 -2.851 2.633
N 0.929 -2.595 2.255
N 0.933 -1.803 1.135
C 2.208 -1.341 1.016
H 2.430 -3.515 3.473
H 0.083 -2.957 2.665
H 2.547 -0.653 0.286
C -1.779 3.189 2.147
C -0.285 3.148 2.307
Sb 0.459 1.528 1.037
C 0.029 2.253 -0.993
C 1.085 2.218 -2.080
C 2.646 1.756 1.265
C 3.559 1.410 0.041
H -2.335 3.780 2.917
H -2.297 2.300 2.142
H -2.084 3.538 1.110
H 0.103 2.792 3.315
H 0.244 3.971 1.870
H -0.300 3.288 -0.755
H -0.908 1.809 -1.227
H 1.103 1.255 -2.626
H 2.122 2.319 -1.754
H 0.920 3.073 -2.819
H 2.952 1.206 2.109
H 2.645 2.801 1.565
H 3.791 2.291 -0.583
H 3.082 0.680 -0.548
H 4.503 1.059 0.516



Record 2
47
Properties=species:S:1:pos:R:3 method="wB97M-V/def2-TZVPD" e_homo_ha=-0.4511 gap_ev=8.267 multiplicity=1 smiles=CCC[C@@H](C)c1ccc[n+](CC(N)(N)N)c1C[C@H]1CO1 charge=+1
C -3.969 -3.990 1.992
C -3.346 -2.530 1.709
C -2.046 -2.762 0.837
C -0.874 -1.746 1.106
C 0.476 -2.463 0.581
C -0.997 -0.407 0.274
C -2.123 -0.248 -0.665
C -2.250 0.999 -1.442
C -1.227 1.999 -1.266
N -0.165 1.847 -0.385
C 0.785 2.997 -0.352
C 1.675 2.904 -1.700
N 3.069 3.357 -1.482
N 1.723 1.503 -2.202
N 1.140 3.797 -2.771
C -0.016 0.708 0.397
C 1.139 0.547 1.422
C 2.594 0.564 0.611
C 3.598 -0.625 1.037
O 2.828 -0.562 -0.291
H -3.610 -4.676 1.179
H -5.087 -3.985 1.997
H -3.541 -4.343 2.970
H -4.162 -1.975 1.168
H -3.137 -2.084 2.719
H -1.666 -3.789 1.113
H -2.337 -2.847 -0.249
H -0.783 -1.491 2.193
H 0.860 -1.886 -0.297
H 0.211 -3.484 0.180
H 1.235 -2.596 1.394
H -2.916 -1.010 -0.813
H -3.089 1.194 -2.143
H -1.330 2.944 -1.850
H 0.218 3.963 -0.331
H 1.494 2.950 0.506
H 3.155 3.911 -0.631
H 3.715 2.568 -1.497
H 2.570 1.336 -2.748
H 0.935 1.354 -2.833
H 1.816 3.679 -3.539
H 0.264 3.429 -3.157
H 1.121 -0.407 1.994
H 1.208 1.416 2.137
H 3.055 1.588 0.371
H 4.681 -0.403 0.939
H 3.109 -1.245 1.816



Here are the calculated E numbers, same order: -1784.53831, -881.65537 (a.u.).